{"formula": "C5H13P", "method": "ωB97M-V/def2-TZVPD", "fmax_ev_per_a": 1.8, "total_charge": 0, "relative_energy_ev": 2.135, "energy_ev": -14681.9671, "species": ["C", "C", "C", "C", "C", "P", "H", "H", "H", "H", "H", "H", "H", "H", "H", "H", "H", "H", "H"], "xyz": [[-1.944286, -0.433932, -1.065192], [-1.200353, 0.833572, 0.960575], [2.644073, 0.863183, -0.575299], [-1.389817, -0.551735, 0.355094], [-0.104747, -1.344128, 0.418980], [1.407653, -0.438506, 0.332616], [-2.860860, 0.153745, -1.075199], [-2.162070, -1.417143, -1.476535], [-1.209240, 0.053689, -1.705567], [-2.131561, 1.397609, 0.953788], [-0.457214, 1.382102, 0.372544], [-0.844983, 0.759652, 1.986322], [3.656481, 0.577394, -0.304242], [2.520434, 0.814682, -1.657097], [2.416823, 1.864470, -0.220827], [-2.123620, -1.098452, 0.962040], [-0.077717, -2.155389, -0.313975], [2.333339, -1.444657, 0.489519], [1.527665, 0.183846, 1.562446]], "forces_ev_per_angstrom": [[0.0, 0.0, 0.2], [-0.2, -0.2, 0.1], [-1.5, -1.0, 0.0], [0.0, 0.0, 0.0], [0.8, 1.0, -1.0], [0.6, 0.0, 0.4], [-0.1, 0.1, -0.1], [0.0, -0.1, -0.1], [0.0, 0.0, -0.1], [0.0, 0.1, 0.0], [-0.1, 0.2, 0.0], [0.0, 0.1, 0.1], [0.0, -0.1, 0.1], [0.1, 0.0, 0.0], [0.0, 0.1, 0.0], [0.0, 0.1, 0.0], [0.0, -0.1, 0.1], [0.4, -0.4, -0.2], [0.0, 0.3, 0.3]]}